{
  "formula": "C26H23N7O6V",
  "method": "wB97M-V/def2-TZVPD",
  "orbital_gap_ev": [7.703, 7.674],
  "spin_multiplicity": 2,
  "s_squared": 0.759,
  "symbols": ["V", "O", "C", "C", "C", "C", "C", "C", "C", "O", "N", "N", "C", "C", "C", "C", "C", "C", "N", "H", "H", "H", "H", "H", "H", "H", "H", "H", "H", "N", "C", "C", "O", "N", "C", "C", "O", "O", "H", "H", "H", "H", "H", "H", "O", "C", "C", "C", "C", "C", "C", "C", "N", "C", "C", "N", "H", "H", "H", "H", "H", "H", "H"],
  "xyz": [[0.0049, -0.2731, 0.0546], [0.8639, -3.1862, 4.0161], [1.7996, -3.5266, 3.1131], [2.4652, -4.7358, 3.3124], [3.4247, -5.1593, 2.4166], [3.7475, -4.3918, 1.2972], [3.0967, -3.1960, 1.0957], [2.1256, -2.7420, 1.9935], [1.4779, -1.4577, 1.7205], [1.8183, -0.7603, 0.6851], [0.5037, -1.0381, 2.5164], [0.0957, 0.2291, 2.0869], [-0.1410, 1.0898, 2.9875], [-0.4766, 2.4841, 2.6461], [-1.3422, 3.2101, 3.4507], [-1.6847, 4.4952, 3.0599], [-1.1338, 5.0042, 1.8985], [-0.2442, 4.2126, 1.1821], [0.0863, 2.9792, 1.5402], [0.4534, -2.3417, 3.7373], [2.1992, -5.3262, 4.1788], [3.9266, -6.1035, 2.5855], [4.4936, -4.7348, 0.5941], [3.3118, -2.5784, 0.2346], [-0.0696, 0.7903, 4.0299], [-1.7555, 2.7668, 4.3477], [-2.3749, 5.0842, 3.6489], [-1.3778, 5.9969, 1.5470], [0.2146, 4.5869, 0.2737], [-3.2166, 2.0172, -0.8779], [-2.7028, 1.5724, 0.4122], [-2.9061, 0.0776, 0.6000], [-4.0106, -0.3675, 0.8631], [-1.8343, -0.7357, 0.3058], [-2.1693, -2.1326, 0.0751], [-1.0625, -2.7214, -0.7609], [-1.0982, -3.7707, -1.3377], [0.0293, -1.9321, -0.7536], [-2.7085, 1.5579, -1.6333], [-4.1882, 1.7407, -0.9659], [-3.2272, 2.0900, 1.2167], [-1.6498, 1.8360, 0.4637], [-3.1223, -2.2264, -0.4444], [-2.2543, -2.7025, 1.0055], [0.2015, 1.0262, -1.0453], [0.9474, 1.5255, -2.0614], [1.9679, 2.4222, -1.7908], [2.7290, 2.8910, -2.8520], [2.4757, 2.4639, -4.1465], [1.4518, 1.5634, -4.3980], [0.6657, 1.0820, -3.3551], [-0.3988, 0.0922, -3.5575], [-1.6390, 0.1715, -3.1325], [-2.2399, -1.0035, -3.5101], [-1.3529, -1.8004, -4.1700], [-0.1855, -1.0838, -4.2098], [2.1504, 2.7158, -0.7656], [3.5318, 3.5921, -2.6637], [3.0734, 2.8377, -4.9671], [1.2360, 1.2388, -5.4084], [-3.2734, -1.2086, -3.2851], [-1.4393, -2.7896, -4.5816], [0.7112, -1.4170, -4.5187]],
  "forces_ev_per_angstrom": [[0.0261, 0.0010, 0.0802], [0.0127, -0.0122, -0.0080], [-0.0439, -0.0201, 0.0219], [0.0332, -0.0308, -0.0025], [-0.0204, 0.0368, 0.0044], [0.0117, -0.0247, 0.0020], [0.0184, 0.0171, -0.0379], [-0.0133, 0.0925, 0.0558], [-0.0206, -0.1385, 0.0364], [-0.0134, -0.0925, -0.0626], [0.0934, -0.0107, 0.0501], [-0.0173, -0.0705, 0.1511], [-0.0706, 0.1452, -0.1687], [0.0347, 0.0589, -0.0108], [-0.0085, -0.0412, 0.0689], [-0.0150, 0.0178, -0.0046], [0.0060, 0.0216, -0.0013], [0.0040, -0.0340, -0.0121], [-0.0020, -0.0048, -0.0048], [0.0191, 0.0177, 0.0085], [0.0014, 0.0006, -0.0025], [-0.0017, -0.0008, 0.0020], [-0.0038, 0.0030, -0.0001], [0.0087, -0.0147, -0.0001], [0.0028, -0.0382, 0.0078], [-0.0009, 0.0027, -0.0080], [-0.0005, -0.0090, 0.0065], [-0.0018, -0.0015, 0.0106], [0.0043, -0.0068, 0.0035], [0.0140, -0.0028, -0.0752], [0.0141, -0.1171, 0.0357], [0.0590, 0.0613, 0.0470], [-0.0111, -0.0418, -0.0160], [-0.1855, 0.0453, -0.0164], [-0.0374, 0.0279, -0.1054], [0.1630, 0.0268, -0.0007], [-0.0408, -0.0163, -0.0049], [0.0360, 0.0084, -0.0366], [0.0152, 0.0173, 0.0148], [-0.0093, 0.0211, 0.0292], [-0.0215, 0.0206, -0.0076], [-0.0227, 0.0163, -0.0325], [-0.0161, -0.0234, 0.0076], [0.0064, -0.0036, 0.0105], [0.0977, 0.1755, 0.2748], [-0.0894, -0.1199, -0.2378], [-0.0737, -0.0396, -0.1435], [0.0395, 0.0554, 0.1110], [0.0275, 0.0119, -0.1339], [-0.1050, -0.0360, 0.1259], [0.1778, 0.1012, 0.0174], [-0.1939, -0.1412, -0.1259], [0.0569, 0.0616, 0.0591], [-0.0052, -0.0374, -0.0486], [-0.0239, 0.0379, 0.0029], [0.0544, 0.0237, 0.0660], [0.0055, 0.0078, 0.0026], [-0.0043, -0.0053, 0.0044], [0.0044, 0.0019, 0.0172], [0.0329, 0.0145, -0.0128], [-0.0017, 0.0136, 0.0018], [0.0119, -0.0030, 0.0137], [-0.0176, -0.0267, -0.0293]],
  "mulliken_spin": [1.031, 0.000, -0.002, 0.000, -0.001, 0.001, 0.000, 0.004, -0.014, -0.001, 0.002, -0.025, 0.020, -0.002, 0.002, -0.001, 0.002, -0.001, 0.003, 0.000, 0.000, 0.000, 0.000, 0.002, -0.001, 0.000, 0.000, 0.000, 0.000, 0.001, 0.016, 0.002, 0.003, -0.008, 0.005, 0.010, 0.000, -0.027, -0.001, 0.000, 0.000, -0.010, -0.001, -0.002, -0.005, 0.007, -0.007, 0.001, -0.002, 0.001, -0.004, 0.001, 0.000, 0.000, 0.000, 0.000, 0.000, 0.000, 0.000, 0.000, 0.000, 0.000, 0.000]
}

***

{
  "formula": "C22H60N7O4P3",
  "method": "wB97M-V/def2-TZVPD",
  "orbital_gap_ev": 8.519,
  "smiles": "CN(C)P(=O)(N(C)C)N(C)C.CN(C)P(=O)(N(C)C)N(C)C.CCCOCP(CCCCO)NCC",
  "symbols": ["C", "C", "C", "O", "C", "P", "C", "C", "C", "C", "O", "N", "C", "C", "H", "H", "H", "H", "H", "H", "H", "H", "H", "H", "H", "H", "H", "H", "H", "H", "H", "H", "H", "H", "H", "H", "H", "H", "O", "P", "N", "C", "C", "N", "C", "C", "N", "C", "C", "H", "H", "H", "H", "H", "H", "H", "H", "H", "H", "H", "H", "H", "H", "H", "H", "H", "H", "O", "P", "N", "C", "C", "N", "C", "C", "N", "C", "C", "H", "H", "H", "H", "H", "H", "H", "H", "H", "H", "H", "H", "H", "H", "H", "H", "H", "H"],
  "xyz": [[1.6858, 3.0415, 3.6395], [0.5594, 2.1629, 3.0956], [1.0098, 1.0287, 2.1453], [2.1797, 1.3212, 1.4194], [1.8604, 2.0740, 0.2626], [3.4253, 2.4054, -0.6387], [4.2227, 3.8689, 0.2116], [4.4512, 5.1187, -0.6519], [3.2757, 6.1225, -0.5548], [3.6810, 7.2939, 0.3386], [2.6398, 8.2414, 0.4839], [2.8499, 2.8244, -2.2028], [1.6975, 3.7358, -2.3558], [0.4409, 3.0025, -2.8107], [2.5437, 3.0937, 2.9754], [1.3115, 4.0616, 3.7381], [2.0000, 2.7434, 4.6368], [0.0006, 1.7322, 3.9260], [-0.1695, 2.7659, 2.5509], [1.1384, 0.1225, 2.7380], [0.1682, 0.8099, 1.4789], [1.2802, 1.4329, -0.4095], [1.2841, 2.9729, 0.5095], [5.1926, 3.5120, 0.5509], [3.6584, 4.1680, 1.0992], [5.3075, 5.6388, -0.2169], [4.6988, 4.8865, -1.6858], [2.4626, 5.6239, -0.0247], [2.9616, 6.4742, -1.5369], [3.9064, 6.8651, 1.3171], [4.5733, 7.7524, -0.0924], [1.9090, 8.0060, -0.0957], [3.6287, 3.1369, -2.7641], [1.4554, 4.2709, -1.4370], [1.9549, 4.4969, -3.0946], [0.0483, 2.3606, -2.0244], [0.6277, 2.4137, -3.7039], [-0.3309, 3.7521, -2.9942], [-2.2402, -0.7491, 0.3577], [-3.6648, -1.1215, 0.5852], [-4.3645, -0.6969, -0.9051], [-5.6691, -0.1261, -1.1444], [-3.9346, -1.5591, -1.9970], [-4.0837, -0.0111, 1.8699], [-4.5668, 1.3268, 1.5617], [-3.0244, 0.0557, 2.8659], [-4.8425, -2.3227, 1.0523], [-6.0166, -1.9230, 1.8050], [-4.2423, -3.5258, 1.6530], [-6.4830, -0.8675, -1.1013], [-5.6825, 0.3191, -2.1419], [-5.8989, 0.6803, -0.4568], [-4.5006, -2.5024, -2.0218], [-2.8748, -1.8009, -1.9031], [-4.0635, -1.0491, -2.9526], [-3.9660, 1.8382, 0.7976], [-4.5576, 1.9323, 2.4694], [-5.6080, 1.3064, 1.2404], [-2.1931, 0.6989, 2.5525], [-2.6115, -0.9367, 3.0599], [-3.4184, 0.4286, 3.8144], [-5.7938, -1.6284, 2.8343], [-6.6922, -2.7820, 1.8255], [-6.5533, -1.1109, 1.3185], [-3.8433, -3.3355, 2.6588], [-3.4221, -3.8881, 1.0284], [-4.9793, -4.3269, 1.7211], [0.2086, -3.7217, -2.8567], [1.0848, -4.1436, -1.7359], [-0.0127, -4.5639, -0.5068], [0.1159, -4.4052, 0.9235], [-0.8010, -5.7373, -0.8442], [1.9370, -2.6732, -1.3798], [1.4210, -1.7206, -0.4077], [2.3063, -1.9719, -2.6085], [2.3956, -5.1974, -1.3066], [3.4066, -4.7380, -0.3726], [3.0292, -5.8445, -2.4667], [0.7502, -5.1740, 1.3929], [-0.8747, -4.4741, 1.3815], [0.4947, -3.4292, 1.2075], [-0.2550, -6.6724, -0.6464], [-1.0773, -5.7203, -1.8991], [-1.7289, -5.7481, -0.2686], [0.3502, -1.5050, -0.5265], [1.9761, -0.7847, -0.4938], [1.6079, -2.0598, 0.6123], [1.4724, -1.4018, -3.0323], [2.6456, -2.6743, -3.3721], [3.1320, -1.2885, -2.3987], [4.0586, -3.9639, -0.7860], [4.0172, -5.6048, -0.1054], [2.9664, -4.3651, 0.5506], [3.6202, -5.1387, -3.0656], [2.2689, -6.2817, -3.1169], [3.6848, -6.6534, -2.1414]],
  "forces_ev_per_angstrom": [[-0.4247, 0.4628, 0.0905], [0.0468, 0.0417, -0.4493], [-0.7527, -0.0600, 0.8684], [-0.0398, 0.0418, -0.0766], [0.0823, -0.0391, -0.2666], [1.1791, -1.1381, -0.1744], [-0.3711, 0.4173, -0.3239], [-0.3178, 0.4048, 0.6020], [0.5118, -0.2486, 0.4226], [-0.4148, -0.5817, -0.5861], [-0.0131, 0.2388, 0.1201], [-0.5184, 0.8153, 0.8335], [-0.0843, -0.2106, -0.3889], [-0.0164, 0.3883, 0.2568], [0.0826, -0.2072, -0.0090], [0.0394, 0.0718, 0.0907], [0.2157, -0.1939, -0.0420], [-0.0493, -0.1474, -0.0148], [0.0756, 0.2367, 0.0281], [0.6023, -0.0759, -0.1314], [0.1134, -0.0817, -0.2220], [-0.2243, 0.1832, -0.0933], [-0.0822, 0.0094, 0.0575], [-0.0241, -0.2284, 0.0695], [-0.0032, -0.0793, 0.0937], [0.2643, -0.0760, -0.2653], [0.0288, -0.0942, -0.0435], [-0.3627, 0.0289, -0.3810], [-0.1717, 0.0427, -0.0031], [0.2347, 0.2379, 0.1331], [0.0378, 0.2553, 0.1873], [0.1123, -0.0117, 0.0085], [0.0338, -0.2862, -0.1707], [0.1917, 0.0103, 0.1148], [-0.0192, 0.0509, -0.0459], [0.1009, -0.2003, -0.0204], [-0.0550, -0.0279, -0.0763], [-0.1005, -0.0694, -0.2400], [0.6800, -3.0546, 0.3892], [-2.8214, 4.5571, -0.1385], [0.2475, 0.6716, 0.0288], [-0.3794, -0.3176, 0.1534], [0.2481, -0.2715, 0.1022], [-0.4314, 0.1663, -0.3737], [-0.0974, 0.0259, -0.1181], [0.2858, -0.2277, 0.0827], [2.4338, -1.8406, 0.0716], [-0.2313, 0.2890, 0.0747], [0.1286, -0.0262, -0.1428], [0.0079, 0.0190, -0.0301], [0.0678, -0.0963, -0.0461], [0.0063, -0.1068, 0.0272], [-0.0396, 0.0518, -0.0703], [-0.0133, 0.0190, 0.0497], [-0.0721, 0.0580, 0.0350], [-0.0203, 0.0419, 0.0284], [0.1419, -0.0467, 0.0362], [0.0495, 0.0128, 0.0005], [0.0251, -0.0359, 0.0110], [0.0212, 0.0147, -0.0181], [-0.1280, 0.0531, -0.0689], [0.0316, 0.0191, -0.0277], [0.0602, -0.0480, -0.0855], [0.1189, 0.0776, 0.0099], [-0.0764, -0.0726, 0.0326], [-0.0069, 0.0366, 0.0036], [-0.0562, 0.0472, -0.0166], [0.8485, -2.4449, -1.4401], [-0.0413, 3.4407, 3.6543], [-0.3520, 0.5305, -0.0388], [0.4356, -0.1327, 0.2490], [0.0630, -0.1623, -0.3339], [-0.2650, -0.1058, 0.4191], [-0.1259, 0.0448, 0.2593], [0.0920, -0.1359, -0.1897], [-0.4929, -1.0457, -2.6021], [0.0525, 0.1660, 0.3147], [-0.1565, -0.0551, -0.0760], [-0.0367, -0.0164, -0.0189], [-0.0378, -0.1085, -0.1043], [0.0765, -0.0393, -0.1363], [-0.0660, 0.0037, 0.0763], [0.0422, 0.0438, 0.0015], [0.0405, 0.0464, 0.0740], [0.0208, 0.0213, 0.0448], [0.0232, -0.0227, -0.1309], [-0.0453, 0.0180, -0.0278], [-0.0038, -0.0332, -0.0281], [-0.0223, 0.0057, -0.0007], [-0.0218, 0.0102, 0.0913], [-0.0526, 0.0237, -0.0120], [-0.0709, -0.0587, -0.0369], [-0.0725, 0.1029, -0.0815], [0.0814, -0.0607, 0.0313], [0.0014, 0.0429, 0.0111], [-0.0030, 0.0251, 0.0782]],
  "lowdin_charge": [-0.092, -0.226, -0.243, -0.229, -0.402, 0.963, -0.353, -0.248, -0.214, -0.279, -0.063, -0.252, -0.339, -0.094, 0.051, 0.069, 0.070, 0.100, 0.094, 0.121, 0.106, 0.071, 0.098, 0.060, 0.066, 0.098, 0.092, 0.097, 0.111, 0.121, 0.117, 0.076, 0.052, 0.077, 0.106, 0.056, 0.073, 0.071, -0.278, 0.686, -0.320, -0.132, -0.124, -0.324, -0.131, -0.144, -0.303, -0.135, -0.130, 0.083, 0.085, 0.044, 0.082, 0.072, 0.082, 0.092, 0.082, 0.054, 0.066, 0.074, 0.084, 0.083, 0.088, 0.067, 0.079, 0.062, 0.080, -0.277, 0.651, -0.309, -0.126, -0.136, -0.316, -0.120, -0.137, -0.308, -0.134, -0.133, 0.083, 0.071, 0.049, 0.081, 0.071, 0.072, 0.084, 0.064, 0.060, 0.082, 0.069, 0.081, 0.084, 0.085, 0.069, 0.078, 0.077, 0.077]
}

***

{
  "formula": "C3H9N4O",
  "method": "wB97M-V/def2-TZVPD",
  "orbital_gap_ev": 11.020,
  "e_above_lowest_kj_mol": 262.7,
  "charge": 1,
  "smiles": "[H]/N=C(/NNC)OC=[NH2+]",
  "symbols": ["C", "C", "C", "N", "N", "N", "N", "O", "H", "H", "H", "H", "H", "H", "H", "H", "H"],
  "xyz": [[-0.1882, 1.8758, -0.5964], [-0.9906, 0.2747, 0.9262], [0.4070, -1.2647, -1.1789], [-0.1211, 2.9348, -1.2176], [0.8616, 0.9869, -0.5147], [-0.5528, 0.7761, 2.0456], [0.6524, -0.2894, -0.0415], [-1.3608, 1.2014, 0.0075], [-1.6414, -0.5804, 0.9493], [-0.2551, -0.7001, -1.7953], [1.4232, -1.3755, -1.6202], [0.0701, -2.1735, -0.7347], [-0.8359, 3.5494, -1.4096], [1.5873, 1.1962, -1.0904], [-0.5467, 0.3708, 3.0427], [-0.0616, 1.5988, 2.0126], [1.3679, -0.5624, 0.5758]],
  "forces_ev_per_angstrom": [[-1.5266, -0.8113, -0.2981], [-0.4790, 0.5869, -0.6251], [2.4464, 1.4222, 1.3367], [1.9315, -1.6972, 0.5845], [-1.5562, 0.0703, 2.3226], [-0.3221, -2.2675, 4.2641], [-2.7237, 0.1291, -1.6550], [1.6994, 0.3129, -0.9427], [0.1596, -0.5260, -0.0820], [-0.6472, -0.3879, -0.7641], [-0.9781, -0.3213, -0.2773], [-0.4966, -0.6938, -0.1417], [-2.0513, 1.3738, -0.0510], [2.6675, 0.4413, -1.9501], [-0.2704, 0.2257, -2.6407], [1.1541, 2.5458, -0.1734], [0.9927, -0.4029, 1.0934]],
  "nbo_charge": [0.659, 0.508, -0.413, -0.656, -0.496, -0.768, -0.319, -0.493, 0.229, 0.228, 0.221, 0.227, 0.404, 0.415, 0.449, 0.406, 0.399]
}